No. 1
The following is a DFT calculation (wB97M-V/def2-TZVPD) of a molecular structure, C21H20Br33F10NO8S2 at a distorted geometry.

Element x y z (Å)
C1 1.536962 0.228101 3.508994
C2 1.345899 -0.356715 2.082917
C3 1.188657 0.735768 1.049434
O1 0.372315 0.706722 0.152021
O2 2.057682 1.745508 1.212821
C4 1.685157 2.992262 0.630340
C5 2.431783 3.294586 -0.654713
N1 3.915052 3.116686 -0.495650
C6 4.521926 2.508493 -1.641187
O3 4.393119 2.903560 -2.745627
O4 5.318834 1.374487 -1.393810
S1 4.645806 0.250539 -0.453408
O5 4.795632 0.523081 0.930633
O6 3.339652 -0.006166 -0.966365
C7 5.700185 -1.245527 -0.816499
F1 6.739354 -0.899384 -1.578874
F2 4.940751 -2.100580 -1.504955
C8 6.184634 -1.975170 0.467657
F3 6.662537 -3.155925 0.073773
F4 7.177960 -1.310569 1.029240
F5 5.197036 -2.196915 1.311415
S2 4.678226 4.514578 -0.020510
O7 5.187192 5.253798 -1.131687
O8 3.807427 5.255638 0.836260
C9 6.167993 4.017073 0.982484
F6 6.072728 2.743302 1.380146
F7 7.263006 4.107660 0.216982
C10 6.337056 4.867736 2.274654
F8 5.364809 4.546229 3.117515
F9 6.351007 6.164729 2.047845
F10 7.488324 4.492449 2.829688
H1 1.406287 1.306788 3.517041
H2 0.808396 -0.240215 4.172781
H3 2.513301 -0.040740 3.912114
H4 2.194618 -0.986857 1.812470
H5 0.475043 -1.001590 2.086037
H6 1.982743 3.754332 1.354012
H7 0.609639 3.101713 0.489032
H8 2.104298 2.657578 -1.477103
H9 2.192525 4.320547 -0.958629
C11 -3.173152 0.016589 0.132872
Br1 -3.890121 1.468746 1.169041
Br2 -2.920333 -1.561725 1.205783
Br3 -4.246938 -0.346235 -1.417057
H10 -2.191202 0.317766 -0.210007
C12 -6.566843 -1.977887 2.161467
Br4 -7.286809 -0.502813 3.157156
Br5 -6.267294 -3.516886 3.268952
Br6 -7.662302 -2.404664 0.637675
H11 -5.604556 -1.667610 1.779062
C13 -6.785872 1.267282 -4.209875
Br7 -6.288111 2.979872 -3.494443
Br8 -5.345331 0.460066 -5.195478
Br9 -7.440816 0.093769 -2.835888
H12 -7.596067 1.432590 -4.904696
C14 -9.608348 -5.752233 -0.606320
Br10 -8.181459 -6.519606 -1.640298
Br11 -11.251307 -5.680795 -1.601924
Br12 -9.839868 -6.663033 1.069641
H13 -9.326641 -4.734413 -0.378345
C15 -12.543362 -9.425374 1.008877
Br13 -11.124402 -10.210540 -0.016658
Br14 -14.174990 -9.318713 -0.001858
Br15 -12.805665 -10.336301 2.681387
H14 -12.244794 -8.412172 1.239026
C16 0.357243 -3.501654 -1.023681
Br16 0.681893 -1.772751 -0.242105
Br17 1.829578 -4.108855 -2.110857
Br18 -0.117166 -4.810420 0.314890
H15 -0.495134 -3.403112 -1.680428
C17 11.130401 3.123605 3.855165
Br19 12.563171 4.396778 3.718001
Br20 10.244374 3.232090 5.559490
Br21 9.881375 3.304595 2.406659
H16 11.569592 2.139323 3.785966
C18 0.888864 7.949114 -0.377036
Br22 -0.257335 8.821293 -1.647651
Br23 0.455232 6.074906 -0.217808
Br24 2.742829 8.211156 -0.788221
H17 0.701589 8.397392 0.587731
C19 4.542368 -1.069114 -4.693813
Br25 5.646530 -2.486372 -5.377874
Br26 5.179930 0.661106 -5.226871
Br27 2.694854 -1.318389 -5.153099
H18 4.605105 -1.113709 -3.620447
C20 8.621487 7.047959 -2.218569
Br28 8.978704 8.907336 -2.556332
Br29 10.109267 5.936088 -2.718449
Br30 8.091272 6.738960 -0.401616
H19 7.786598 6.764523 -2.843613
C21 -18.207416 -10.534015 0.323722
Br31 -17.921411 -9.790036 2.072759
Br32 -17.137688 -12.104662 0.041327
Br33 -20.070275 -10.872574 -0.010610
H20 -17.884796 -9.793829 -0.394017

Forces on atoms 1 to 3 (eV/Å):
0.0 -0.6 -0.1
0.4 0.8 1.2
-0.2 -0.4 -0.3

The HOMO energy comes out at -0.370 Eh. Its frontier orbital gap is 9.47 eV. The lowest unoccupied orbital energy is -0.022 Ha.

Atom charges from the Mulliken analysis, given in e for atoms 1 to 5: -1.23, -0.41, 0.55, -0.54, -0.09

No. 2
The following is a DFT calculation (wB97M-V/def2-TZVPD) of C21H20BrNO5 in the gas phase.

Element x y z (Å)
C1 4.039329 -0.843169 -3.862381
C2 3.871571 -1.353236 -2.657236
C3 2.627470 -2.056985 -2.206016
N1 2.223041 -1.644005 -0.882459
C4 2.196531 -2.482924 0.188276
O1 2.587637 -3.626041 0.215240
C5 1.618577 -1.713797 1.391052
O2 2.496313 -1.748816 2.486647
C6 0.241306 -2.332231 1.754684
C7 -0.752590 -1.901927 0.684129
O3 -0.715135 -2.402379 -0.417632
C8 -1.653810 -0.792567 1.056346
C9 -2.200112 -0.686012 2.335904
C10 -2.993317 0.375455 2.697558
C11 -3.248648 1.398576 1.780022
O4 -3.996105 2.426932 2.233328
C12 -4.202137 3.546127 1.401048
C13 -2.741509 1.299434 0.488850
C14 -1.966496 0.207295 0.111956
O5 -1.431172 0.067347 -1.121056
C15 -1.755455 1.000087 -2.122589
C16 1.450380 -0.331845 0.820524
C17 0.962941 0.817319 1.394651
C18 0.838138 1.931349 0.574521
Br1 0.075025 3.516645 1.293341
C19 1.208299 1.914678 -0.758889
C20 1.694580 0.750733 -1.334659
C21 1.794551 -0.373871 -0.536734
H1 4.957088 -0.363736 -4.155366
H2 3.267036 -0.896690 -4.612857
H3 4.656643 -1.295797 -1.915097
H4 2.817037 -3.134383 -2.132665
H5 1.802454 -1.890678 -2.905583
H6 2.818069 -2.656220 2.575745
H7 -0.024468 -1.977667 2.747819
H8 0.344344 -3.419799 1.754390
H9 -2.026371 -1.472043 3.054296
H10 -3.418885 0.449990 3.684471
H11 -3.251797 4.001009 1.106362
H12 -4.769801 4.255124 2.000864
H13 -4.781629 3.283323 0.510427
H14 -2.946320 2.078696 -0.225069
H15 -1.244989 0.651710 -3.018599
H16 -2.833348 1.028587 -2.310025
H17 -1.400068 2.005074 -1.873057
H18 0.679645 0.851425 2.434467
H19 1.110370 2.810003 -1.354443
H20 1.975787 0.729899 -2.374505

Forces on atoms 1 to 3 (eV/Å):
0.1 0.0 -0.1
-0.1 0.0 0.1
0.0 -0.2 -0.1

The HOMO energy comes out at -0.306 Eh. The energy above the lowest of the compared OMol25 structures with the same formula, charge and spin comes out at 0.0 kcal/mol. Its frontier orbital gap is 8.84 eV. The lowest unoccupied orbital energy is 0.019 Ha.

Atom charges from the Mulliken analysis, given in e for atoms 1 to 5: -0.84, 0.01, -0.97, 0.12, 0.06

No. 3
The following is a DFT calculation (wB97M-V/def2-TZVPD) of 2 unconnected molecules or ions with the total composition C21H20BrNO6S at a distorted geometry.

Element x y z (Å)
C1 -3.968596 0.218779 -0.930193
C2 -3.801928 -0.958931 -0.610961
C3 -3.456886 -2.457416 -0.218642
C4 -1.928271 -2.655347 -0.650384
C5 -0.878387 -2.317358 0.201491
C6 -1.065513 -1.718805 1.654059
O1 -0.186889 -0.571676 1.754141
C7 0.957599 -0.836388 2.604293
C8 0.802451 0.090162 3.899223
C9 0.597166 -2.517418 -0.366630
O2 1.534738 -2.896196 0.321578
C10 0.742494 -2.208312 -1.923491
C11 1.963375 -1.548134 -2.490273
C12 1.973902 -1.269857 -3.980532
C13 3.223043 -0.535043 -4.667427
C14 2.789116 0.985978 -4.771117
C15 2.385422 2.140946 -4.871870
C16 0.838024 -1.622253 -4.893468
O3 0.807697 -1.334677 -6.293921
N1 -0.030593 -0.209731 -6.401574
O4 -0.528441 -0.288131 -7.471242
C17 -0.415364 -2.300652 -4.325826
Br1 -1.889020 -2.759139 -5.530352
C18 -0.417011 -2.565151 -2.854433
C19 -1.669785 -3.220648 -2.119499
O5 -2.374392 -4.087796 -2.608598
H1 -3.694705 1.255572 -1.277014
H2 -4.128232 -3.095922 -0.879471
H3 -3.626104 -2.671174 0.873844
H4 -0.916674 -2.479193 2.477389
H5 -2.122028 -1.296201 1.768256
H6 1.882066 -0.485053 2.036606
H7 1.126334 -1.927058 2.844361
H8 -0.137173 -0.171357 4.480609
H9 0.678201 1.191128 3.580745
H10 1.724172 -0.041453 4.544245
H11 2.790459 -1.264331 -1.783616
H12 3.456855 -0.990362 -5.671278
H13 4.091194 -0.572449 -3.941455
H14 1.863907 3.131641 -4.984835
C20 0.357988 4.428935 6.597615
S1 0.239036 3.742408 4.933212
O6 1.626677 3.590859 4.411500
C21 -0.466302 5.220359 4.176395
H15 0.813720 3.681401 7.246957
H16 0.978312 5.326530 6.585800
H17 -0.641406 4.666958 6.965332
H18 0.206342 6.067763 4.318490
H19 -1.437687 5.431481 4.626435
H20 -0.594677 5.033829 3.110109

Forces on atoms 1 to 3 (eV/Å):
1.6 -1.2 0.1
0.2 0.3 0.3
0.1 1.3 -1.6

The HOMO energy comes out at -0.336 Eh. Its frontier orbital gap is 8.02 eV. The lowest unoccupied orbital energy is -0.041 Ha.

Atom charges from the Mulliken analysis, given in e for atoms 1 to 5: -0.14, -0.25, -0.94, 0.23, 0.79

No. 4
The following is a DFT calculation (wB97M-V/def2-TZVPD) of C21H20ClN3O4 in the gas phase.

Element x y z (Å)
C1 -8.097019 -0.301076 -1.342390
O1 -7.096024 -1.011823 -0.657786
C2 -5.874811 -0.429503 -0.511201
C3 -5.516709 0.827231 -0.983578
C4 -4.243760 1.333460 -0.784649
C5 -3.290877 0.588325 -0.101779
N1 -1.988186 1.026963 0.135604
C6 -1.417455 2.204304 -0.212587
O2 -1.957871 3.100975 -0.824571
C7 0.041942 2.302905 0.235459
C8 0.233819 2.087406 1.750707
N2 1.160020 1.014844 2.049844
C9 0.817103 -0.272395 1.959988
O3 -0.298175 -0.675572 1.670365
C10 1.972917 -1.239594 2.248280
N3 2.872145 -1.309357 1.110758
C11 2.716349 -2.302727 0.187245
C12 3.530224 -2.427280 -0.879826
C13 4.602195 -1.503382 -1.061547
C14 5.503834 -1.585965 -2.131117
C15 6.519776 -0.668997 -2.259014
C16 6.668249 0.359403 -1.327253
C17 5.793761 0.462169 -0.271916
C18 4.755936 -0.464505 -0.124031
C19 3.839996 -0.328651 0.995798
O4 3.880099 0.589155 1.812761
C20 -3.634783 -0.675427 0.381078
C21 -4.904205 -1.169475 0.176340
Cl1 -5.323411 -2.733250 0.773495
H1 -8.340683 0.638684 -0.836301
H2 -8.971479 -0.949844 -1.337660
H3 -7.806151 -0.093006 -2.377180
H4 -6.232744 1.431024 -1.517239
H5 -3.987739 2.309668 -1.160393
H6 -1.416219 0.357892 0.657342
H7 0.411012 3.282161 -0.067670
H8 0.609371 1.546506 -0.312355
H9 0.620310 2.992990 2.217363
H10 -0.724115 1.841640 2.219184
H11 2.150072 1.228585 2.164000
H12 2.540100 -0.884696 3.113296
H13 1.561954 -2.229981 2.447145
H14 1.895272 -2.979839 0.367263
H15 3.381156 -3.221945 -1.591476
H16 5.387861 -2.382043 -2.851822
H17 7.209811 -0.741881 -3.086648
H18 7.469835 1.073300 -1.439821
H19 5.883910 1.248032 0.462563
H20 -2.906616 -1.265384 0.915921

Forces on atoms 1 to 3 (eV/Å):
-0.1 0.1 -0.1
0.3 -0.1 0.2
0.0 0.0 0.0

The HOMO energy comes out at -0.284 Eh. The energy above the lowest of the compared OMol25 structures with the same formula, charge and spin comes out at 0.0 kcal/mol. Its frontier orbital gap is 7.89 eV. The lowest unoccupied orbital energy is 0.006 Ha.

Atom charges from the Mulliken analysis, given in e for atoms 1 to 5: -0.88, -0.48, 0.82, -0.43, -0.96

No. 5
The following is a DFT calculation (wB97M-V/def2-TZVPD) of a molecular structure, C21H20ClN3OS at a distorted geometry.

Element x y z (Å)
C1 6.396347 -2.504925 1.136181
H1 7.370281 -2.547767 0.822253
O1 5.675251 -1.703644 0.152387
C2 4.483621 -1.468893 0.154677
C3 3.688996 -2.110801 0.894205
C4 2.394234 -1.701845 1.065411
C5 1.967577 -0.708284 0.182322
C6 2.654002 -0.400046 -0.824457
C7 4.022656 -0.706545 -0.751282
H2 4.693235 -0.131162 -1.494988
H3 2.241909 0.309899 -1.346573
N1 0.424805 -0.785258 0.183869
C8 -0.166163 0.513605 -0.423426
N2 -1.645045 0.440657 -0.259187
C9 -2.357115 1.549446 -0.616599
C10 -1.996370 2.417121 -1.781688
C11 -2.069273 1.791433 -3.177187
C12 -1.839451 2.396026 -4.252699
C13 -1.806636 3.638878 -4.271288
C14 -1.600557 4.435754 -2.959126
C15 -1.814848 3.611552 -1.922361
H4 -1.717130 4.271938 -0.745768
H5 -1.463159 5.430743 -2.943083
H6 -1.413759 4.285480 -5.044227
H7 -2.088303 1.512826 -5.214616
Cl1 -2.585896 -0.000299 -3.172043
H8 -3.314289 1.465831 -0.610487
H9 -2.243430 2.290854 0.349075
C16 -2.194447 -0.741726 -0.032543
C17 -2.447336 -0.990159 1.376242
N3 -1.526641 -1.791693 2.010729
C18 -1.479478 -2.046824 3.185206
C19 -2.604820 -1.536234 4.087895
C20 -3.530820 -0.865893 3.358161
C21 -3.501090 -0.631804 2.058579
H10 -4.515143 -0.162896 1.742999
H11 -4.524989 -0.690864 3.931642
H12 -2.523643 -1.554917 5.284773
H13 -0.649762 -2.472089 3.728416
H14 -1.717075 -1.657877 -0.381427
H15 -3.270800 -0.540097 -0.567444
S1 0.645503 2.072760 -0.214805
H16 -0.003338 -1.278250 0.737831
H17 1.737893 -2.158675 1.714994
H18 4.018386 -2.901654 1.905295
H19 6.179349 -2.150233 2.017272
H20 6.016763 -3.493448 0.926890

Forces on atoms 1 to 3 (eV/Å):
-2.8 -1.6 -5.7
2.5 0.6 -0.4
11.2 -1.0 -0.2

The HOMO energy comes out at -0.285 Eh. The energy above the lowest of the compared OMol25 structures with the same formula, charge and spin comes out at 386.4 kcal/mol. Its frontier orbital gap is 7.81 eV. The lowest unoccupied orbital energy is 0.002 Ha.

Atom charges from the Mulliken analysis, given in e for atoms 1 to 5: -1.08, 0.28, -0.50, 0.77, 0.15